1.
{"formula": "C40H56Cl2N8O5PRbSSi", "method": "ωB97M-V with the def2-TZVPD basis set", "elements": ["Rb", "Cl", "C", "C", "C", "N", "C", "O", "C", "C", "C", "C", "C", "N", "C", "C", "C", "Cl", "N", "C", "O", "C", "C", "C", "C", "C", "N", "H", "H", "H", "H", "H", "H", "H", "H", "H", "H", "C", "S", "O", "C", "C", "C", "C", "C", "C", "H", "H", "H", "H", "H", "H", "H", "H", "C", "N", "C", "P", "O", "N", "C", "C", "N", "C", "C", "H", "H", "H", "H", "H", "H", "H", "H", "H", "H", "H", "H", "H", "H", "H", "H", "H", "H", "O", "C", "C", "C", "C", "C", "C", "N", "H", "H", "H", "H", "H", "H", "H", "H", "H", "H", "H", "C", "Si", "C", "C", "H", "H", "H", "H", "H", "H", "H", "H", "H"], "positions_angstrom": [[-0.821, 0.114, 0.889], [3.350, -0.166, 7.230], [1.955, -0.422, 6.198], [1.603, 0.569, 5.295], [0.526, 0.426, 4.419], [0.299, 1.349, 3.401], [0.565, 2.621, 3.586], [0.881, 3.270, 4.613], [0.582, 3.419, 2.284], [1.432, 4.530, 2.235], [1.563, 5.231, 1.055], [0.816, 4.827, -0.045], [-0.030, 3.739, 0.103], [-0.148, 3.040, 1.232], [-0.273, -0.762, 4.495], [0.109, -1.742, 5.427], [1.206, -1.578, 6.260], [1.610, -2.864, 7.385], [-1.377, -0.844, 3.661], [-2.143, -1.917, 3.635], [-2.059, -3.018, 4.233], [-3.357, -1.791, 2.709], [-4.320, -2.803, 2.759], [-5.399, -2.760, 1.897], [-5.494, -1.709, 0.994], [-4.504, -0.741, 1.022], [-3.467, -0.766, 1.861], [2.173, 1.486, 5.273], [1.959, 4.790, 3.142], [2.233, 6.081, 0.985], [0.879, 5.359, -0.986], [-0.644, 3.402, -0.727], [-0.472, -2.647, 5.483], [-4.165, -3.603, 3.469], [-6.151, -3.541, 1.916], [-6.300, -1.641, 0.274], [-4.528, 0.087, 0.321], [-2.293, -3.638, 0.000], [-0.539, -3.292, -0.118], [-0.162, -2.630, 1.158], [-0.002, -5.000, 0.073], [0.160, -5.826, -1.029], [0.599, -7.129, -0.842], [0.882, -7.589, 0.438], [0.727, -6.748, 1.532], [0.285, -5.443, 1.354], [-2.485, -4.074, 0.980], [-2.589, -4.301, -0.812], [-2.806, -2.683, -0.114], [-0.051, -5.448, -2.023], [0.729, -7.784, -1.695], [1.232, -8.604, 0.582], [0.952, -7.105, 2.529], [0.161, -4.753, 2.183], [4.615, 2.401, 0.739], [4.044, 1.146, 1.174], [3.674, 1.103, 2.590], [3.320, 0.003, 0.221], [1.874, -0.198, 0.415], [3.754, 0.485, -1.332], [2.901, 1.570, -1.837], [3.892, -0.572, -2.328], [4.121, -1.415, 0.522], [3.404, -2.609, 0.944], [5.559, -1.467, 0.629], [5.449, 2.660, 1.399], [3.891, 3.225, 0.783], [4.992, 2.311, -0.277], [4.560, 1.283, 3.205], [3.261, 0.128, 2.849], [2.908, 1.842, 2.834], [2.665, 2.273, -1.037], [1.957, 1.197, -2.244], [3.428, 2.108, -2.631], [4.596, -1.329, -1.988], [4.275, -0.131, -3.252], [2.937, -1.059, -2.558], [2.334, -2.414, 0.953], [3.709, -2.898, 1.956], [3.617, -3.447, 0.269], [5.993, -0.520, 0.309], [5.969, -2.267, 0.000], [5.877, -1.656, 1.662], [0.315, 1.989, -4.247], [-0.170, 3.099, -4.305], [-1.321, 3.452, -5.230], [-2.659, 3.656, -4.477], [-2.519, 4.022, -3.001], [-1.779, 5.329, -2.729], [-0.406, 5.408, -3.417], [0.287, 4.136, -3.530], [-1.412, 2.638, -5.946], [-1.053, 4.357, -5.782], [-3.222, 2.724, -4.520], [-3.254, 4.411, -5.000], [-2.027, 3.190, -2.489], [-3.514, 4.080, -2.556], [-1.660, 5.451, -1.650], [-2.383, 6.175, -3.077], [0.248, 6.092, -2.874], [-0.512, 5.835, -4.416], [0.918, 3.858, -2.792], [-3.800, -2.189, -2.728], [-3.259, -0.316, -2.594], [-5.043, 0.432, -2.847], [-2.663, -0.180, -4.441], [-4.428, -2.315, -3.623], [-4.377, -2.532, -1.863], [-2.934, -2.854, -2.834], [-5.583, -0.104, -3.642], [-4.986, 1.489, -3.136], [-5.653, 0.384, -1.938], [-3.363, -0.692, -5.119], [-1.670, -0.620, -4.572], [-2.581, 0.860, -4.771]], "total_energy_ha": -4345.7414, "e_above_lowest_kcal_mol": 98.5, "multiplicity": 1, "charge": -2}

---

2.
{"formula": "C40H57CaIN4O6S2Si", "method": "ωB97M-V with the def2-TZVPD basis set", "elements": ["Ca", "O", "S", "C", "C", "C", "C", "S", "O", "C", "C", "C", "C", "C", "C", "C", "C", "C", "C", "C", "C", "H", "H", "H", "H", "H", "H", "H", "H", "H", "H", "H", "H", "H", "H", "H", "H", "H", "H", "I", "C", "H", "H", "N", "C", "C", "C", "C", "N", "C", "C", "H", "H", "H", "H", "N", "C", "C", "C", "N", "C", "C", "H", "H", "H", "H", "H", "H", "C", "C", "C", "C", "O", "Si", "O", "O", "C", "C", "C", "C", "O", "C", "C", "C", "C", "H", "H", "H", "H", "H", "H", "H", "H", "H", "H", "H", "H", "H", "H", "H", "H", "H", "H", "H", "H", "H", "H", "H", "H", "H", "H", "H"], "positions_angstrom": [[0.713, -0.713, -0.119], [2.866, -0.768, 0.732], [3.930, -1.901, 0.537], [5.497, -1.077, -0.277], [5.238, 0.128, -1.150], [4.664, -0.345, -2.528], [3.944, 0.642, -3.418], [2.187, 1.182, -2.952], [1.661, 0.014, -2.035], [1.449, 1.017, -4.559], [1.266, 2.277, -5.149], [0.965, 2.437, -6.526], [0.702, 1.275, -7.227], [0.820, -0.018, -6.654], [1.099, -0.141, -5.256], [4.531, -2.146, 2.226], [4.615, -1.028, 3.102], [5.113, -1.288, 4.372], [5.545, -2.601, 4.721], [5.357, -3.660, 3.866], [4.870, -3.454, 2.599], [6.032, -1.864, -0.715], [5.980, -0.758, 0.682], [6.224, 0.662, -1.374], [4.528, 0.794, -0.581], [4.089, -1.282, -2.317], [5.542, -0.705, -3.029], [3.790, 0.407, -4.464], [4.492, 1.624, -3.404], [1.300, 3.086, -4.460], [0.814, 3.386, -7.015], [0.378, 1.363, -8.325], [0.501, -0.873, -7.229], [1.085, -1.108, -4.693], [4.290, 0.008, 2.835], [5.217, -0.437, 5.044], [5.971, -2.759, 5.721], [5.831, -4.687, 4.125], [4.545, -4.333, 2.052], [4.497, -7.543, 1.290], [2.597, -6.951, 1.200], [2.175, -6.452, 2.070], [2.008, -7.056, 0.295], [-3.697, -4.381, -5.361], [-2.833, -4.072, -4.675], [-1.921, -3.518, -3.718], [-0.530, -3.647, -3.781], [0.171, -3.260, -2.623], [-0.368, -2.626, -1.598], [-1.708, -2.547, -1.505], [-2.505, -2.988, -2.539], [0.010, -4.082, -4.618], [1.225, -3.396, -2.636], [-2.147, -2.150, -0.581], [-3.591, -2.939, -2.402], [-1.339, -3.044, 5.870], [-0.844, -2.755, 4.618], [0.366, -3.232, 4.221], [0.806, -2.908, 2.964], [0.126, -2.052, 2.141], [-1.052, -1.572, 2.518], [-1.585, -1.880, 3.747], [-0.752, -3.526, 6.571], [-2.016, -2.355, 6.249], [0.875, -3.949, 4.853], [1.743, -3.248, 2.625], [-1.586, -0.959, 1.787], [-2.644, -1.636, 3.895], [-4.531, 0.456, 2.678], [-3.676, 1.670, 3.130], [-4.259, 3.074, 2.903], [-3.142, 1.499, 4.526], [-2.449, 1.603, 2.286], [-1.968, 1.740, 0.692], [-0.942, 0.539, 0.403], [-1.359, 3.207, 0.478], [-0.601, 4.452, 0.418], [-1.324, 5.552, -0.381], [0.774, 4.002, -0.058], [-0.540, 4.843, 1.878], [-3.280, 1.422, -0.237], [-4.092, 1.860, -1.410], [-4.474, 3.328, -1.157], [-5.268, 0.891, -1.421], [-3.189, 1.552, -2.625], [-5.320, 0.256, 3.423], [-3.983, -0.475, 2.618], [-4.930, 0.688, 1.656], [-5.185, 3.147, 3.461], [-4.433, 3.345, 1.857], [-3.558, 3.767, 3.330], [-3.981, 1.458, 5.209], [-2.537, 2.357, 4.882], [-2.625, 0.542, 4.672], [-1.397, 5.244, -1.457], [-0.905, 6.545, -0.204], [-2.369, 5.611, -0.031], [0.805, 3.502, -1.042], [1.136, 3.225, 0.607], [1.453, 4.881, -0.035], [-1.572, 5.051, 2.321], [0.088, 5.757, 2.001], [-0.109, 4.068, 2.527], [-5.256, 3.379, -0.366], [-4.888, 3.821, -2.064], [-3.671, 3.873, -0.799], [-5.626, 1.046, -0.380], [-4.978, -0.157, -1.501], [-6.146, 1.273, -2.063], [-2.164, 1.908, -2.364], [-3.541, 2.086, -3.549], [-3.113, 0.479, -2.848]], "total_energy_ha": -4290.0745, "e_above_lowest_kcal_mol": 44.9, "multiplicity": 1}

---

3.
{"formula": "C40H58AlAsNO2P2", "method": "ωB97M-V with the def2-TZVPD basis set", "elements": ["Al", "O", "N", "C", "C", "C", "C", "C", "C", "C", "P", "C", "C", "C", "C", "C", "C", "C", "C", "C", "C", "C", "C", "H", "H", "H", "H", "H", "H", "H", "H", "H", "H", "H", "H", "H", "H", "H", "H", "C", "As", "C", "C", "H", "H", "H", "H", "H", "H", "H", "H", "H", "O", "P", "C", "C", "C", "C", "C", "C", "C", "C", "C", "C", "C", "C", "C", "C", "C", "C", "C", "C", "H", "H", "H", "H", "H", "H", "H", "H", "H", "H", "H", "H", "H", "H", "H", "H", "H", "H", "H", "H", "H", "H", "H", "H", "H", "H", "H", "H", "H", "H", "H", "H", "H"], "positions_angstrom": [[0.294, -1.417, 0.854], [-1.680, -3.157, 0.913], [-0.397, -3.163, 0.353], [-0.018, -4.196, -0.307], [1.266, -4.390, -0.958], [1.396, -5.640, -1.572], [2.553, -5.992, -2.251], [3.589, -5.081, -2.333], [3.474, -3.833, -1.722], [2.331, -3.465, -1.031], [2.419, -1.823, -0.228], [2.768, -0.639, -1.539], [2.396, -0.901, -2.858], [2.666, 0.035, -3.846], [3.299, 1.227, -3.521], [3.650, 1.498, -2.203], [3.378, 0.574, -1.208], [3.826, -1.904, 0.890], [5.112, -1.542, 0.491], [6.177, -1.734, 1.359], [5.969, -2.296, 2.611], [4.692, -2.673, 3.007], [3.625, -2.473, 2.147], [-2.184, -3.921, 0.584], [-0.729, -5.016, -0.397], [0.577, -6.347, -1.516], [2.637, -6.966, -2.711], [4.494, -5.331, -2.869], [4.307, -3.143, -1.794], [1.921, -1.837, -3.124], [2.396, -0.175, -4.872], [3.529, 1.943, -4.298], [4.148, 2.426, -1.954], [3.663, 0.790, -0.185], [5.291, -1.102, -0.482], [7.174, -1.447, 1.053], [6.807, -2.449, 3.279], [4.539, -3.127, 3.977], [2.633, -2.797, 2.441], [1.303, -0.520, 4.451], [0.067, -1.497, 3.340], [-1.666, -0.867, 3.911], [0.165, -3.311, 4.001], [0.940, -0.594, 5.476], [1.344, 0.527, 4.154], [2.296, -0.955, 4.382], [-1.857, -1.292, 4.896], [-2.445, -1.188, 3.222], [-1.651, 0.219, 3.984], [-0.067, -3.282, 5.065], [1.167, -3.715, 3.867], [-0.561, -3.940, 3.491], [-0.645, -0.168, 0.202], [-1.770, 0.903, -0.151], [-3.230, -0.159, -0.412], [-4.631, 0.434, -0.178], [-5.190, 1.189, -1.378], [-5.152, 0.324, -2.634], [-3.741, -0.180, -2.926], [-3.158, -0.944, -1.735], [-1.095, 1.762, -1.592], [0.397, 2.157, -1.380], [0.604, 3.669, -1.403], [0.158, 4.268, -2.740], [-1.130, 3.608, -3.266], [-1.920, 2.942, -2.139], [-2.030, 1.856, 1.360], [-0.720, 2.245, 2.069], [-1.055, 3.146, 3.257], [-1.620, 4.498, 2.784], [-2.255, 4.403, 1.392], [-2.986, 3.077, 1.194], [-3.034, -0.857, 0.414], [-4.651, 1.049, 0.723], [-5.286, -0.418, 0.027], [-4.628, 2.114, -1.541], [-6.215, 1.492, -1.160], [-5.531, 0.883, -3.490], [-5.820, -0.532, -2.499], [-3.100, 0.667, -3.189], [-3.748, -0.837, -3.796], [-2.131, -1.266, -1.942], [-3.748, -1.855, -1.592], [-1.133, 0.956, -2.337], [0.973, 1.715, -2.195], [0.803, 1.730, -0.463], [1.658, 3.887, -1.227], [0.059, 4.135, -0.577], [0.956, 4.145, -3.475], [0.013, 5.342, -2.624], [-0.893, 2.851, -4.019], [-1.760, 4.344, -3.763], [-2.883, 2.597, -2.513], [-2.120, 3.672, -1.356], [-2.538, 1.108, 1.983], [-0.044, 2.769, 1.388], [-0.195, 1.343, 2.404], [-0.170, 3.301, 3.873], [-1.788, 2.632, 3.888], [-0.828, 5.246, 2.767], [-2.360, 4.851, 3.503], [-1.488, 4.522, 0.623], [-2.958, 5.223, 1.245], [-3.496, 3.064, 0.229], [-3.774, 2.996, 1.946]], "total_energy_ha": -4924.4135, "multiplicity": 1, "charge": 3}

---

4.
{"formula": "C40H58BrCaN3O2S3", "method": "ωB97M-V with the def2-TZVPD basis set", "elements": ["Ca", "C", "N", "C", "C", "C", "N", "C", "C", "C", "C", "C", "C", "C", "O", "C", "C", "C", "C", "C", "C", "C", "C", "C", "C", "C", "C", "C", "C", "C", "O", "C", "C", "C", "C", "C", "C", "C", "C", "H", "H", "H", "H", "H", "H", "H", "H", "H", "H", "H", "H", "H", "H", "H", "H", "H", "H", "H", "H", "H", "H", "H", "H", "H", "H", "H", "H", "H", "H", "H", "H", "H", "H", "H", "H", "H", "H", "H", "H", "H", "H", "H", "H", "H", "H", "H", "H", "H", "H", "H", "H", "H", "H", "S", "C", "S", "S", "Br", "C", "C", "C", "C", "N", "C", "H", "H", "H", "H"], "positions_angstrom": [[-0.257, -0.054, -0.013], [-0.376, -1.014, -3.125], [0.293, 0.120, -2.482], [-0.210, 1.376, -3.013], [1.748, 0.029, -2.582], [2.516, 0.671, -1.419], [2.289, 0.010, -0.134], [2.923, -1.317, -0.087], [2.387, -2.269, 0.943], [3.187, -2.740, 1.968], [2.729, -3.683, 2.883], [1.431, -4.165, 2.701], [0.572, -3.731, 1.696], [1.049, -2.730, 0.802], [0.301, -2.196, -0.111], [-0.859, -4.255, 1.571], [-1.864, -3.135, 1.863], [-1.141, -5.388, 2.565], [-1.101, -4.816, 0.163], [3.641, -4.145, 4.020], [4.053, -2.942, 4.880], [2.958, -5.162, 4.935], [4.905, -4.799, 3.443], [2.790, 0.787, 0.999], [2.270, 2.185, 1.307], [3.050, 2.886, 2.215], [2.725, 4.156, 2.675], [1.588, 4.745, 2.129], [0.773, 4.109, 1.203], [1.068, 2.766, 0.821], [0.276, 2.100, 0.043], [-0.427, 4.831, 0.575], [-1.754, 4.120, 0.861], [-0.215, 4.909, -0.943], [-0.569, 6.267, 1.092], [3.595, 4.829, 3.736], [3.594, 3.983, 5.015], [5.037, 4.964, 3.229], [3.088, 6.226, 4.094], [-0.150, -1.036, -4.206], [-1.453, -0.946, -2.968], [-0.041, -1.939, -2.657], [-0.014, 1.449, -4.098], [0.266, 2.208, -2.498], [-1.284, 1.436, -2.833], [2.095, 0.500, -3.520], [1.999, -1.029, -2.658], [2.211, 1.712, -1.309], [3.595, 0.658, -1.666], [4.009, -1.183, 0.077], [2.795, -1.775, -1.069], [4.197, -2.343, 2.047], [1.059, -4.908, 3.389], [-1.703, -2.731, 2.867], [-2.888, -3.514, 1.810], [-1.815, -2.323, 1.141], [-1.050, -5.061, 3.604], [-0.479, -6.246, 2.417], [-2.168, -5.726, 2.418], [-0.973, -4.049, -0.596], [-2.128, -5.179, 0.087], [-0.415, -5.647, -0.032], [3.173, -2.461, 5.312], [4.578, -2.190, 4.290], [4.711, -3.255, 5.696], [2.049, -4.756, 5.382], [3.637, -5.440, 5.746], [2.685, -6.072, 4.399], [5.456, -4.101, 2.812], [4.642, -5.662, 2.829], [5.574, -5.132, 4.243], [3.892, 0.875, 0.902], [2.623, 0.155, 1.879], [3.946, 2.394, 2.588], [1.325, 5.744, 2.439], [-1.775, 3.098, 0.488], [-2.569, 4.659, 0.370], [-1.964, 4.113, 1.932], [-0.162, 3.912, -1.370], [0.711, 5.443, -1.174], [-1.048, 5.443, -1.409], [-0.751, 6.298, 2.168], [-1.427, 6.733, 0.600], [0.313, 6.875, 0.876], [3.984, 2.982, 4.829], [2.579, 3.871, 5.400], [4.211, 4.450, 5.788], [5.469, 3.992, 2.992], [5.671, 5.438, 3.985], [5.070, 5.569, 2.321], [2.070, 6.195, 4.486], [3.092, 6.891, 3.229], [3.730, 6.667, 4.861], [-5.476, -1.209, 0.611], [-4.024, -0.971, -0.215], [-2.995, 0.395, 0.254], [-3.452, -1.978, -1.475], [-1.749, 3.182, 4.886], [-0.879, 1.591, 4.362], [-0.288, 0.762, 5.301], [0.353, -0.384, 4.861], [0.390, -0.639, 3.500], [-0.179, 0.166, 2.605], [-0.823, 1.255, 3.017], [-0.332, 1.013, 6.353], [0.822, -1.072, 5.551], [0.897, -1.516, 3.115], [-1.302, 1.864, 2.263]], "total_energy_ha": -6320.1851, "e_above_lowest_kcal_mol": 12.8, "multiplicity": 1, "charge": -2}